Density functional theory data (wB97M-V/def2-TZVPD) for C39H88N4O7 as an isolated structure in a non-equilibrium geometry.

Values from the calculation:
Gap between HOMO and LUMO ... 7.53 eV
Multiplicity ... 1
Net charge ... 0
Highest occupied orbital energy ... -7.520 eV
E_LUMO ... 0.01 eV
Relative energy (zero: lowest compared OMol25 entry of this formula, charge and spin) ... 25.514 eV

Last column: Mulliken charge in e.
Positions of all 138 atoms, in Å:
C -4.6594 1.7803 -4.8691  -1.446
C -3.3445 1.3724 -5.7238  1.479
C -2.5088 2.6144 -6.0892  -1.549
C -1.6624 3.0850 -4.9298  -1.271
C -0.7445 1.9571 -4.3647  -0.011
C -1.5230 0.6088 -4.0207  2.033
N -2.4350 0.3037 -5.1487  0.326
O -3.2092 -0.8377 -4.9534  -0.475
C -0.4122 -0.4578 -3.9706  -1.860
C -2.2132 0.7419 -2.5791  -0.778
C -3.8315 0.8787 -7.0993  -2.044
H -4.4717 1.7974 -3.7955  0.287
H -5.5035 1.1647 -5.1797  0.357
H -4.8046 2.8441 -5.0575  0.348
H -1.8306 2.3957 -6.9140  0.399
H -3.0411 3.5153 -6.3944  0.531
H -2.3895 3.4417 -4.2004  0.457
H -0.9996 3.9018 -5.2155  0.508
H -0.3819 2.3905 -3.4326  -0.153
H 0.2326 1.7932 -4.8191  0.378
H 0.0810 -0.2748 -3.0160  0.303
H -0.8487 -1.4558 -4.0100  0.481
H 0.2818 -0.5260 -4.8083  0.236
H -1.9339 0.0510 -1.7836  -0.249
H -2.1484 1.6824 -2.0319  0.200
H -3.2874 0.6041 -2.7019  0.730
H -2.9511 0.4866 -7.6084  0.500
H -4.1488 1.6593 -7.7908  0.385
H -4.4285 -0.0330 -7.1197  0.385
H -2.8514 -1.4182 -5.6291  0.375
C 1.7020 -0.6201 2.6079  -2.730
C 1.8386 -0.8391 1.0702  2.994
C 2.8789 0.1710 0.5076  -0.412
C 4.3300 -0.1960 0.8118  -0.301
C 4.6808 -1.5845 0.3064  -2.279
C 3.7505 -2.6965 0.9289  1.902
N 2.2607 -2.2988 0.7119  -0.221
O 1.2633 -3.2260 0.8915  -0.073
C 4.0208 -4.0099 0.1107  -2.287
C 4.1907 -2.8435 2.4636  -1.614
C 0.5859 -0.4690 0.2946  -1.979
H 1.0733 0.1667 3.0249  0.168
H 2.6819 -0.5259 3.0759  1.506
H 1.3745 -1.6099 2.9257  0.028
H 2.8542 0.3197 -0.5719  1.071
H 2.7248 1.1391 0.9840  -0.082
H 4.4676 -0.0863 1.8875  -0.372
H 4.8251 0.5817 0.2303  0.895
H 5.6676 -1.7382 0.7433  0.590
H 4.7432 -1.5760 -0.7817  0.366
H 5.0992 -4.1498 0.1866  0.643
H 3.5838 -4.9031 0.5571  0.414
H 3.8141 -3.8720 -0.9506  0.350
H 4.7249 -3.7836 2.6013  0.437
H 4.6751 -1.9041 2.7301  0.303
H 3.2366 -2.8592 2.9905  0.177
H 0.4662 0.6141 0.3212  -2.017
H -0.2727 -0.9207 0.7915  -1.555
H 0.5947 -0.7957 -0.7453  1.114
H 1.4729 -3.7396 0.1080  0.510
C 4.4206 3.4884 3.7159  -1.924
C 3.8094 2.4739 2.7173  2.235
C 3.2811 1.1455 3.3948  0.271
C 2.0484 1.3011 4.2608  -1.820
C 0.8742 1.8400 3.4038  -0.397
C 1.2918 3.1277 2.6019  1.291
N 2.6276 3.1102 2.0160  1.075
O 2.9237 4.1180 1.1063  -0.592
C 0.2625 3.1630 1.4030  -2.201
C 1.1506 4.3650 3.5109  -1.702
C 4.8776 2.1374 1.6851  -2.045
H 5.4256 3.2461 4.0616  0.436
H 3.8203 3.6828 4.6047  0.270
H 4.5011 4.4643 3.2372  0.427
H 3.3246 0.4410 2.5641  -1.309
H 4.0840 0.7975 4.0446  0.276
H 2.1702 1.9858 5.1001  0.686
H 1.8515 0.3155 4.6826  0.477
H 0.1916 2.0853 4.2173  0.603
H 0.4165 1.0553 2.8014  -0.530
H 0.4944 2.2603 0.8378  -0.196
H -0.7212 3.3547 1.8315  1.513
H 0.3068 4.0039 0.7108  0.787
H 1.3746 4.1713 4.5599  0.311
H 1.8158 5.1417 3.1335  0.424
H 0.2349 4.9412 3.3778  0.343
H 4.5101 1.7299 0.7433  -0.068
H 5.4003 1.2703 2.0890  0.569
H 5.6129 2.9253 1.5218  0.394
H 3.0193 3.6405 0.2790  0.297
C -2.2652 -2.1509 2.5044  -1.233
C -2.3682 -2.7942 1.1388  1.804
C -0.9861 -3.2755 0.7273  -0.906
C -0.4210 -4.4992 1.3580  -0.966
C -1.4113 -5.6958 1.2692  -1.406
C -2.9252 -5.2418 1.5254  1.503
N -3.3209 -3.9037 1.0124  0.525
O -4.6440 -3.5228 1.2968  -0.496
C -3.8731 -6.2145 0.7684  -1.739
C -3.2191 -5.4715 3.0095  -1.862
C -2.6740 -1.7853 0.0021  -1.127
H -1.5612 -2.6680 3.1563  0.318
H -3.1701 -2.0142 3.0965  0.322
H -1.8864 -1.1744 2.2027  0.029
H -1.1537 -3.4665 -0.3326  0.311
H -0.2277 -2.4932 0.7574  0.337
H -0.2945 -4.0061 2.3218  0.555
H 0.5537 -4.7269 0.9264  0.266
H -1.2104 -6.5382 1.9311  0.499
H -1.2879 -5.9698 0.2215  0.467
H -3.4539 -6.2844 -0.2353  0.415
H -3.8644 -7.2206 1.1879  0.384
H -4.8706 -5.8380 0.5421  0.277
H -2.6155 -4.8408 3.6621  0.357
H -4.2679 -5.2091 3.1479  0.405
H -3.1548 -6.5254 3.2804  0.470
H -2.0704 -0.8843 0.1120  0.220
H -3.7469 -1.6076 0.0757  0.780
H -2.5096 -2.2362 -0.9765  0.378
H -4.9769 -3.5658 0.3974  0.371
C -0.7584 0.9261 -0.3006  -1.972
O -0.1762 0.8898 -1.5175  -0.341
H -0.9092 -0.0409 0.1792  -0.383
H -0.2254 1.6525 0.3129  -0.795
H -1.6867 1.3893 -0.6348  4.014
H -0.1938 1.8062 -1.8031  0.039
C -0.5911 3.8076 -1.9856  -0.625
O 0.2801 2.7798 -1.4635  -0.330
H -0.0828 4.7703 -1.9310  0.622
H -0.9337 3.7189 -3.0165  0.338
H -1.5230 3.8595 -1.4227  -0.128
H 1.1760 3.1173 -1.5356  0.244
C -2.1040 3.7227 0.6222  -1.929
O -2.2146 4.0960 1.8871  -0.534
H -1.7070 2.7198 0.4648  0.740
H -3.0811 3.5981 0.1555  0.440
H -1.4927 4.4705 0.1171  0.629
H -2.6396 4.9472 2.0153  0.405

***

Density functional theory data (wB97M-V/def2-TZVPD) for a 7-piece molecular cluster, C39H89N3O7 overall in a non-equilibrium geometry.

Values from the calculation:
Gap between HOMO and LUMO (spin up / spin down) ... 1.53 / 8.27 eV
Multiplicity ... 2
Net charge ... -1
Highest occupied orbital energy (spin up / spin down) ... 0.691 / -6.059 eV
E_LUMO (spin up / spin down) ... 2.22 / 2.21 eV
Expectation value of S² ... 0.7504

Last column: Mulliken spin population.
Positions of all 138 atoms, in Å:
C -6.9554 0.9147 1.1913  0.060
C -6.0477 2.1362 0.9719  -0.049
C -4.6607 1.7977 1.5741  0.000
O -6.1174 2.3878 -0.4382  -0.118
H -6.9560 0.7647 2.2710  -0.007
H -6.6856 -0.0234 0.7063  -0.001
H -7.9808 1.0346 0.8417  -0.005
H -6.5288 3.0065 1.4184  -0.005
H -3.9268 2.2675 0.9192  0.039
H -4.4472 0.7340 1.6793  0.085
H -4.6330 2.2804 2.5509  0.013
H -5.6815 1.6528 -0.8758  0.066
C -0.6531 -5.4240 3.5855  -0.147
C -0.7817 -5.6872 5.1537  0.039
C -0.7663 -4.2997 5.7911  0.037
O -1.9316 -6.4199 5.3153  -0.067
H -0.9273 -6.2357 2.9116  0.025
H 0.3220 -5.0234 3.3084  0.063
H -1.4441 -4.7192 3.3293  0.082
H 0.0277 -6.3168 5.5233  0.014
H -1.7181 -3.8130 5.5783  0.003
H 0.1262 -3.7098 5.5822  0.025
H -0.6992 -4.4448 6.8693  -0.034
H -2.6571 -5.9145 4.9412  0.028
C 3.9749 0.1627 -0.4302  0.106
C 4.3198 -1.0469 0.3932  -0.557
C 5.8730 -1.2887 0.3476  0.175
O 4.1893 -0.6869 1.7666  -0.008
H 2.9334 0.4113 -0.2263  0.078
H 4.2443 0.1125 -1.4852  -0.022
H 4.4244 1.0460 0.0235  0.051
H 3.6672 -1.9130 0.2837  0.073
H 6.0589 -2.2071 0.9044  -0.009
H 6.4116 -0.4045 0.6883  -0.011
H 6.2076 -1.6077 -0.6395  -0.016
H 5.0503 -0.8715 2.1490  0.014
C -2.6577 1.1124 -2.4106  1.312
C -3.5216 -0.1291 -2.9136  0.648
C -3.5170 -1.3787 -1.9945  -0.100
O -4.8567 0.2311 -3.1250  -0.564
H -1.6680 0.8777 -2.0189  -0.515
H -3.2509 1.6092 -1.6429  0.219
H -2.5182 1.7261 -3.3006  -0.427
H -3.1307 -0.4382 -3.8830  0.132
H -4.3065 -1.4219 -1.2443  0.029
H -2.5466 -1.4689 -1.5065  0.075
H -3.5597 -2.3082 -2.5622  -0.033
H -4.8813 1.0666 -3.5971  0.118
C 1.7351 -3.7576 -0.6343  0.841
C 0.7530 -4.7595 -1.1240  -1.356
C -0.2660 -3.9208 -1.9935  0.614
C -1.2181 -4.6091 -2.9555  -0.016
C -0.3172 -5.1917 -4.0908  0.396
C 0.7731 -6.1721 -3.4233  -0.943
N 1.3459 -5.6423 -2.1333  0.424
O 2.4118 -6.4055 -1.7286  -0.010
C 0.0266 -7.5036 -3.0842  0.228
C 1.8822 -6.4494 -4.4541  0.199
C -0.0111 -5.3779 0.1357  0.147
H 2.5134 -4.2648 -0.0641  0.048
H 1.3364 -2.9701 0.0051  -0.013
H 2.2855 -3.2660 -1.4365  0.084
H -0.7664 -3.2166 -1.3288  -0.124
H 0.3702 -3.3247 -2.6478  -0.118
H -1.8611 -3.9225 -3.5062  0.006
H -1.7670 -5.4254 -2.4860  0.000
H 0.1843 -4.3928 -4.6371  0.002
H -0.8369 -5.7950 -4.8351  0.021
H -0.4728 -7.4122 -2.1197  -0.019
H -0.5923 -7.7044 -3.9587  -0.003
H 0.6254 -8.4140 -3.0592  0.040
H 1.4247 -6.5996 -5.4320  -0.004
H 2.5105 -5.5687 -4.5871  -0.028
H 2.6147 -7.2479 -4.3365  0.046
H 0.6517 -5.8552 0.8575  -0.001
H -0.7286 -6.1360 -0.1783  -0.070
H -0.5595 -4.6272 0.7047  0.172
H 1.9601 -7.1219 -1.2766  0.008
C 3.0795 7.5541 -3.7575  0.173
C 2.2846 6.8068 -2.6332  -0.995
C 2.5051 5.2645 -2.9133  0.556
C 2.2056 4.4132 -1.7110  -0.847
C 2.9901 5.0589 -0.4224  0.152
C 2.6930 6.5942 -0.0702  -0.388
N 2.7448 7.3125 -1.3287  0.273
O 2.5907 8.6954 -1.1728  0.003
C 1.4001 6.5106 0.6658  0.113
C 3.8129 7.0163 0.9325  0.052
C 0.7245 7.1248 -2.7665  0.288
H 2.6514 8.5352 -3.9634  0.016
H 3.1102 6.9985 -4.6947  0.015
H 4.1433 7.5613 -3.5201  -0.018
H 1.7974 4.9197 -3.6671  0.041
H 3.4680 4.9567 -3.3210  0.121
H 2.4446 3.3508 -1.6635  0.192
H 1.1517 4.4882 -1.4429  0.267
H 4.0599 4.8764 -0.5239  -0.046
H 2.7806 4.5379 0.5118  0.104
H 0.6028 6.0994 0.0466  0.027
H 1.3963 5.9396 1.5942  0.019
H 1.1770 7.5252 0.9958  -0.011
H 3.9692 6.0921 1.4888  0.023
H 4.7835 7.2603 0.5006  -0.021
H 3.5580 7.8834 1.5419  0.008
H 0.0478 6.4865 -2.1984  0.022
H 0.4603 6.8840 -3.7962  -0.021
H 0.4866 8.1825 -2.6535  0.006
H 3.4636 9.0788 -1.0608  -0.006
C 0.0680 -1.2296 2.9180  0.037
C -1.2427 -0.5532 2.4125  -0.846
C -1.8477 0.0235 3.5994  0.121
C -1.3612 1.4098 4.0051  -0.047
C -1.2681 2.3339 2.8584  0.105
C -0.4408 1.8077 1.6403  -1.236
N -0.8964 0.3809 1.3624  0.814
O -0.1546 -0.0817 0.3475  -0.830
C -0.6524 2.7942 0.4924  0.237
C 1.0448 1.9744 2.0358  0.188
C -2.2325 -1.6264 1.8016  -0.070
H -0.0393 -1.9055 3.7663  0.192
H 0.5155 -1.8054 2.1079  -0.010
H 0.8111 -0.4440 3.0554  -0.009
H -2.9273 -0.0326 3.4600  0.093
H -1.8644 -0.6732 4.4375  -0.040
H -2.0635 1.7664 4.7586  0.008
H -0.3321 1.4813 4.3573  -0.021
H -0.7908 3.2278 3.2601  0.019
H -2.2685 2.6219 2.5355  0.089
H -1.6754 3.0255 0.1957  0.002
H -0.1802 2.4087 -0.4113  -0.004
H -0.2609 3.7842 0.7259  0.112
H 1.1396 2.2548 3.0848  0.040
H 1.6085 2.7831 1.5707  0.042
H 1.6676 1.0956 1.8688  -0.035
H -1.9618 -1.8604 0.7720  0.282
H -2.2369 -2.5736 2.3409  0.096
H -3.2385 -1.2635 1.5908  -0.038
H -0.7261 -0.2076 -0.4135  0.109

***

Density functional theory data (wB97M-V/def2-TZVPD) for a 6-piece molecular cluster, C39H90N6O6 overall in a non-equilibrium geometry.

Values from the calculation:
Gap between HOMO and LUMO ... 8.47 eV
Multiplicity ... 1
Net charge ... 0
Highest occupied orbital energy ... -8.063 eV
E_LUMO ... 0.41 eV
Relative energy (zero: lowest compared OMol25 entry of this formula, charge and spin) ... 0.787 eV
SMILES ... CC1(C)CCCC(C)(C)N1O.CC1(C)CCCC(C)(C)N1O.CC1(C)CCCC(C)(C)N1O.COC[C@H](C)N.COC[C@H](C)N.COC[C@H](C)N

Last column: Mulliken charge in e.
Positions of all 141 atoms, in Å:
C 1.8302 4.1817 3.8801  -1.619
C 0.3885 4.1591 4.4308  1.824
C 0.0842 5.5860 4.9123  -2.065
C -0.6072 3.8009 3.3398  -1.596
C -0.5734 2.3293 2.9738  0.020
C -0.7803 1.5212 4.2474  -1.508
C 0.2068 1.7968 5.4016  1.875
C -0.3986 1.1745 6.6503  -2.066
C 1.5433 1.1729 5.0834  -1.390
N 0.2404 3.2440 5.5546  0.289
O 1.0250 3.6324 6.6614  -0.507
H 1.9327 4.9121 3.0736  0.405
H 2.5300 4.4196 4.6802  0.399
H 2.1159 3.2231 3.4545  0.242
H 0.8752 5.9920 5.5380  0.372
H -0.1188 6.2112 4.0454  0.408
H -0.8078 5.5412 5.5463  0.480
H -1.6222 4.0174 3.7185  0.351
H -0.5335 4.5184 2.5191  0.535
H -1.1347 1.9732 2.1093  0.591
H 0.4489 2.1581 2.5865  -0.152
H -0.7024 0.4524 4.0210  0.478
H -1.8030 1.7301 4.5766  0.341
H -1.4092 1.5119 6.8644  0.439
H 0.2540 1.3863 7.5040  0.459
H -0.3685 0.0843 6.5808  0.376
H 1.5483 0.0830 5.1977  0.435
H 2.3709 1.5617 5.6786  0.298
H 1.8397 1.2943 4.0401  0.028
H 0.3948 3.9586 7.3095  0.350
C 3.3077 -1.2413 -0.3936  -1.981
C 2.2894 -1.3189 0.7549  2.071
C 2.9748 -0.9688 2.0791  -2.242
C 1.1435 -0.3276 0.5583  -0.930
C 0.2061 -0.7569 -0.5606  -0.663
C -0.4090 -2.1001 -0.1342  -1.042
C 0.6752 -3.1563 0.0027  2.146
C 0.0402 -4.3829 0.6629  -1.860
C 1.2646 -3.6007 -1.3360  -1.814
N 1.6777 -2.6347 0.9433  0.333
O 2.6958 -3.6100 1.1514  0.136
H 4.2372 -0.8471 0.0308  0.556
H 3.6653 -2.2288 -0.7023  0.280
H 3.0354 -0.7005 -1.2968  0.249
H 3.3976 0.0384 2.0793  0.492
H 2.2251 -1.0712 2.8618  0.229
H 3.8412 -1.6242 2.1905  0.494
H 0.6161 -0.1021 1.4850  -0.065
H 1.5961 0.6007 0.1778  0.593
H -0.5618 -0.0138 -0.7940  0.267
H 0.7353 -0.8560 -1.5115  0.161
H -1.0404 -2.3173 -1.0062  -0.223
H -1.0701 -2.0163 0.7274  0.356
H 0.7550 -5.2022 0.7589  0.269
H -0.8082 -4.7281 0.0708  0.455
H -0.3057 -4.1387 1.6702  0.319
H 0.5865 -4.2961 -1.8294  0.492
H 2.2223 -4.0869 -1.1648  0.215
H 1.4141 -2.7408 -1.9905  0.352
H 2.5233 -3.9003 2.0543  0.135
C -3.4671 -1.6067 -2.6028  -1.896
C -4.4611 -0.6649 -1.9375  2.207
C -3.7770 0.0850 -0.7700  -1.626
C -4.9061 0.3696 -2.9836  -0.800
C -6.2687 0.9871 -2.7078  -1.036
C -7.3239 -0.0598 -2.3789  -1.305
C -6.9511 -0.9870 -1.2424  1.563
C -7.1753 -0.2700 0.0943  -1.871
C -7.8736 -2.2145 -1.2788  -1.933
N -5.5906 -1.4395 -1.4415  0.342
O -5.2173 -2.4577 -0.5540  -0.473
H -3.0352 -2.2450 -1.8229  0.469
H -3.9151 -2.2631 -3.3405  0.500
H -2.5938 -1.0210 -2.9035  0.180
H -3.4443 -0.5625 0.0443  0.337
H -2.8865 0.5757 -1.1724  0.348
H -4.4601 0.8283 -0.3576  0.266
H -4.2029 1.1985 -2.8683  0.100
H -4.8390 -0.0572 -3.9834  0.337
H -6.1417 1.6474 -1.8391  0.277
H -6.6397 1.6396 -3.4984  0.383
H -7.5199 -0.6457 -3.2841  0.347
H -8.2464 0.4840 -2.1591  0.547
H -6.7884 0.7459 0.1511  0.313
H -6.9867 -0.9027 0.9669  0.447
H -8.2619 -0.1278 0.2275  0.483
H -7.5321 -2.9341 -2.0209  0.434
H -8.8800 -1.9257 -1.5996  0.418
H -7.9652 -2.6712 -0.2950  0.345
H -5.0645 -2.0240 0.3006  0.345
C 1.4478 -5.1190 4.0048  -0.603
O 2.4571 -5.6900 3.1977  -0.156
C 3.5240 -6.2726 3.9195  -0.869
C 4.6157 -6.6867 2.9208  0.296
C 5.3035 -5.4655 2.3355  -1.143
N 4.0418 -7.4263 1.7743  -0.785
H 0.5513 -5.7374 4.0513  0.210
H 1.2034 -4.1371 3.5856  0.097
H 1.8241 -4.9105 5.0114  0.396
H 3.9090 -5.5370 4.6338  0.496
H 3.1844 -7.1907 4.4199  0.303
H 5.3221 -7.3454 3.4240  0.455
H 4.7584 -4.9765 1.5291  0.048
H 6.2795 -5.7136 1.9061  0.379
H 5.5414 -4.6966 3.0801  0.338
H 3.5262 -8.2327 2.1300  0.289
H 3.2746 -6.8635 1.4123  0.295
C -1.4707 1.5101 -4.1923  -0.071
O -2.2253 1.0541 -5.2902  -0.288
C -2.3617 1.9937 -6.3431  -0.906
C -3.2056 3.2106 -6.0350  0.795
C -4.6564 2.8219 -5.7967  -0.966
N -3.0166 4.2759 -6.9972  -0.695
H -1.6695 2.5461 -3.9306  0.241
H -0.3938 1.3898 -4.3923  0.386
H -1.6471 0.8628 -3.3309  -0.450
H -1.3725 2.2617 -6.7359  0.310
H -2.8482 1.4065 -7.1321  0.338
H -2.8845 3.5833 -5.0570  0.093
H -5.2538 3.5064 -5.1908  0.343
H -4.7998 1.8325 -5.3481  -0.057
H -5.2314 2.7019 -6.7279  0.385
H -3.4293 5.1371 -6.6653  0.278
H -3.4661 4.0552 -7.8788  0.267
C 8.3371 4.0471 -4.8139  -0.774
O 7.2674 3.2772 -4.2833  -0.316
C 6.9244 3.6381 -2.9676  -0.977
C 5.6004 3.0161 -2.6042  0.616
C 5.6466 1.4939 -2.7569  -1.021
N 4.5681 3.5968 -3.4942  -0.731
H 9.2093 3.9531 -4.1584  0.311
H 8.0426 5.0948 -4.9052  0.302
H 8.5534 3.5944 -5.7769  0.238
H 7.7139 3.2961 -2.2763  0.417
H 6.9056 4.7309 -2.8437  0.435
H 5.3868 3.2749 -1.5641  0.258
H 5.7626 1.2327 -3.8052  0.345
H 4.7165 1.0568 -2.3854  0.061
H 6.4492 1.0965 -2.1303  0.350
H 4.9941 3.7351 -4.4016  0.290
H 3.8056 2.9381 -3.5858  0.225

***

> Which formula does entry 2 have?

C39H89N3O7

***

> What is the net charge in the first record?

0

***

> What is the formula in the third record?

C39H90N6O6